A cluster of 10 separate species, C60H130N10O10 in total in a non-equilibrium geometry. Source: the OMol25 dataset; level of theory: ωB97M-V with the def2-TZVPD basis set.

Properties
Total charge ... 0
E_LUMO ... 0.012 Eh
Calculated total energy ... -99696.993 eV
ΔE to the lowest compared entry with this formula, charge and spin ... 0.0 kcal per mole
E_HOMO ... -8.086 eV
2S+1 ... 1
HOMO-LUMO gap ... 8.418 eV
SMILES ... CC1(C)CCCC(C)(C)N1O.CC1(C)CCCC(C)(C)N1O.CC1(C)CCCC(C)(C)N1O.CC1(C)CCCC(C)(C)N1O.CC1(C)CCCC(C)(C)N1O.CN(C)C=O.CN(C)C=O.CN(C)C=O.CN(C)C=O.CN(C)C=O

Structure (XYZ):
```
210
Properties=species:S:1:pos:R:3:forces:R:3
C 2.512696 2.811122 7.496281 -0.427 1.281 1.174
C 2.470728 1.744815 6.461403 0.046 -1.534 -1.096
C 1.019622 1.129914 6.370438 1.139 1.175 0.234
C 0.758825 0.292818 5.163978 0.559 -1.343 -0.470
C 1.130456 1.138989 3.947975 0.041 -0.507 0.186
C 2.550011 1.638393 3.864443 1.445 0.519 0.915
N 2.824559 2.370988 5.125750 -0.622 -0.341 0.969
O 4.198488 2.699867 5.215638 0.380 -0.155 -0.560
C 3.501316 0.507507 3.523042 -0.264 -0.555 2.792
C 2.655363 2.601554 2.713911 -0.589 1.032 -0.479
C 3.512293 0.653185 6.898964 -1.170 0.119 -1.804
H 3.531043 3.273797 7.628689 -1.053 -0.516 -0.074
H 2.144608 2.411072 8.462977 0.592 -0.004 -0.330
H 1.757263 3.579878 7.281242 0.425 0.168 -0.242
H 0.863149 0.594426 7.284950 -0.195 -0.396 0.608
H 0.298007 1.929607 6.325402 -0.209 0.642 0.286
H -0.323701 -0.014726 5.154999 1.089 0.166 -0.207
H 1.417558 -0.612369 5.254095 -0.770 0.387 -0.396
H 0.514731 1.996534 4.000608 -0.800 1.064 -0.008
H 0.962211 0.717569 2.976528 -0.548 -0.782 -0.456
H 4.542418 0.671253 3.496235 1.200 1.080 -0.221
H 3.434251 -0.258805 4.284296 -0.233 -0.453 0.271
H 3.212392 0.062782 2.643556 -0.697 -0.942 -2.275
H 2.376613 2.063202 1.829957 0.142 -0.498 -0.827
H 1.875017 3.354767 2.758808 -0.032 0.466 0.364
H 3.615423 3.099192 2.525937 -0.163 -0.366 0.456
H 3.572694 0.572671 7.959350 -0.224 -0.345 0.788
H 4.472919 0.952025 6.535456 0.638 0.155 -0.133
H 3.249674 -0.284002 6.386330 0.194 -0.011 0.616
H 4.191202 3.638957 5.383517 0.036 0.463 -0.078
C -0.455499 -5.341525 0.854647 1.256 -0.199 0.981
C 0.620560 -6.412647 0.556894 0.323 -0.206 -0.727
C 0.143240 -7.800656 0.957048 -2.689 0.250 -0.825
C 0.911437 -8.976436 0.469633 1.932 -0.150 -0.772
C 1.006394 -8.883208 -1.077446 -0.890 1.345 0.107
C 1.593154 -7.498351 -1.563214 1.398 -1.081 0.409
N 0.808390 -6.450785 -0.930779 -0.221 1.345 -0.271
O 1.360135 -5.148845 -1.375025 0.143 -1.073 1.192
C 3.134757 -7.457085 -1.236047 0.127 0.953 -0.520
C 1.477284 -7.369619 -3.105717 -1.468 -0.475 0.568
C 1.893584 -6.074773 1.323846 1.503 1.663 -1.010
H -0.193991 -4.438684 0.330256 -0.280 0.236 -0.620
H -0.398917 -5.020467 1.904692 -0.065 -0.437 -0.019
H -1.447210 -5.707302 0.672039 -0.457 0.015 -0.430
H 0.069372 -7.830578 1.995266 0.300 0.107 2.118
H -0.971099 -7.915974 0.721108 1.331 0.149 -0.420
H 0.480568 -9.902861 0.885359 0.110 0.234 -0.597
H 1.954508 -8.921629 0.861271 -0.601 -0.124 -0.016
H -0.049903 -8.925217 -1.414126 0.609 -0.249 -0.373
H 1.651149 -9.580208 -1.587367 -0.126 -0.817 0.131
H 3.437497 -6.415647 -1.155844 -0.178 0.410 -0.245
H 3.448109 -7.813710 -0.260378 -0.131 -0.834 -0.177
H 3.774246 -7.824626 -2.069744 -0.584 -0.329 0.685
H 0.423350 -7.186074 -3.354003 0.021 -0.432 -0.030
H 1.971901 -6.547165 -3.556456 0.916 1.058 0.105
H 1.847472 -8.232255 -3.656348 -0.142 -0.332 0.306
H 2.251353 -5.065377 1.038748 -0.373 -0.269 -0.296
H 2.807248 -6.657338 1.187277 -0.564 -0.511 -0.132
H 1.779943 -5.937716 2.365388 -0.701 -0.332 1.320
H 0.879447 -4.993736 -2.181075 -0.489 0.132 -0.527
C -1.353592 4.080898 3.000374 -0.781 0.038 -0.514
C -2.584714 4.011316 3.951717 0.072 -0.257 -0.754
C -3.399734 5.301363 3.776086 1.834 0.618 0.180
C -4.738870 5.240710 4.403910 -1.407 -2.081 -0.679
C -5.524955 4.070707 3.730375 0.422 1.432 1.300
C -4.870377 2.732370 3.956905 0.122 0.497 -0.350
N -3.511596 2.870215 3.413601 1.537 0.454 0.318
O -2.840519 1.626099 3.649524 0.242 -0.401 -0.656
C -4.940828 2.256674 5.405038 -0.700 2.650 0.710
C -5.654586 1.728196 3.141503 -1.083 -0.026 1.323
C -2.057484 3.859637 5.394412 0.904 -0.253 -0.470
H -1.711799 4.100123 1.973787 -0.265 0.084 -0.231
H -0.749115 3.189949 3.053646 0.291 -0.233 0.346
H -0.721033 4.982379 3.087056 -0.363 -0.340 0.519
H -2.832448 6.131509 4.225134 0.155 -0.235 0.082
H -3.383387 5.552331 2.707447 -0.662 -0.225 0.147
H -5.301246 6.110808 4.222983 -0.598 1.397 -0.193
H -4.780290 5.063955 5.469850 0.526 0.120 0.440
H -5.576890 4.330803 2.695680 0.064 -0.192 -0.994
H -6.542722 4.062824 4.088975 -0.462 -0.161 0.276
H -5.998601 2.387191 5.760734 0.853 -0.577 -0.278
H -4.577060 1.268592 5.456409 0.265 -1.142 0.401
H -4.351627 2.946222 6.052501 -0.366 -0.879 -0.343
H -5.836321 2.061478 2.138676 -0.218 0.284 -0.566
H -5.109078 0.804886 3.101058 -0.076 -0.715 0.082
H -6.627460 1.641472 3.741576 1.099 -0.353 -1.284
H -2.880521 4.006672 6.093045 0.636 0.317 0.336
H -1.114996 4.477208 5.573874 -1.622 -0.118 -0.184
H -1.645089 2.856830 5.513431 -0.419 -0.303 0.069
H -2.829635 1.162831 2.775209 0.058 0.581 0.647
C -2.629009 -2.789841 -6.726754 0.068 0.373 1.161
C -3.082521 -2.078686 -5.356413 0.302 0.934 -2.029
C -4.569125 -2.293916 -5.124289 1.011 -0.954 2.110
C -4.797877 -3.787284 -4.872585 -2.456 0.961 0.621
C -4.086904 -4.204660 -3.597559 -0.075 -0.204 -0.734
C -2.589124 -3.915883 -3.700200 1.917 -0.538 1.322
N -2.348574 -2.550778 -4.178067 -1.726 0.352 -0.193
O -1.039945 -2.106150 -4.167625 0.263 -0.188 0.504
C -2.122383 -3.973681 -2.208333 0.425 -0.513 -0.799
C -1.741450 -5.108318 -4.348954 -0.106 2.217 0.237
C -2.818808 -0.536948 -5.601225 -1.059 -0.792 1.513
H -2.991086 -3.815928 -6.912562 0.081 0.535 0.273
H -1.540431 -2.799651 -6.726461 0.185 -0.166 -0.048
H -2.906029 -2.141310 -7.547046 -0.278 -0.038 -0.296
H -4.927762 -1.775997 -4.189617 0.625 -0.219 -0.674
H -5.208324 -1.931347 -5.877804 -0.402 0.431 -1.396
H -4.527218 -4.406208 -5.685733 0.379 -0.530 -1.007
H -5.925822 -3.783116 -4.845701 0.916 -0.929 0.510
H -4.152808 -5.282644 -3.335788 -0.332 0.597 -0.280
H -4.522986 -3.614069 -2.790898 0.177 -0.081 0.254
H -2.468315 -3.067904 -1.751162 -0.239 0.300 0.701
H -2.548891 -4.898510 -1.782984 0.055 0.578 0.200
H -1.029418 -4.056971 -2.078599 -0.372 0.217 -0.206
H -0.716347 -4.742666 -4.612333 -0.669 -0.368 0.525
H -1.731565 -5.816523 -3.525606 0.289 -0.630 -0.548
H -2.156970 -5.455893 -5.270587 -0.442 -0.619 -0.441
H -3.288426 -0.190263 -6.503587 -0.067 -0.198 -0.674
H -1.768359 -0.344047 -5.613466 0.615 0.289 -0.075
H -3.319551 0.080437 -4.819444 0.556 -0.513 -0.125
H -0.463500 -2.647953 -4.731057 0.163 -0.173 -0.327
C -1.825868 4.168424 -2.410274 1.957 -0.676 -0.335
C -0.311700 4.712246 -2.356169 -1.649 -0.388 -2.490
C -0.126000 5.071625 -0.950801 2.191 1.814 2.060
C 1.371500 5.417577 -0.475997 -2.268 0.662 0.383
C 2.201746 4.288628 -0.946441 0.505 -0.996 0.419
C 2.107801 3.951197 -2.411043 -0.120 0.077 -2.756
N 0.683654 3.675412 -2.722789 -1.209 -0.033 0.859
O 0.413165 3.292993 -4.073817 0.754 0.122 0.121
C 2.800087 5.043695 -3.303181 -1.267 0.946 1.507
C 2.899661 2.689056 -2.720299 0.547 0.235 0.765
C -0.324773 5.918364 -3.331745 0.166 0.442 0.258
H -2.039983 3.550679 -1.545757 -0.028 -0.102 0.240
H -2.045081 3.568885 -3.297289 0.140 0.325 -0.113
H -2.422061 5.049222 -2.376259 -0.778 0.494 0.048
H -0.781075 5.864007 -0.614611 -0.320 0.386 -0.323
H -0.448445 4.241384 -0.375115 -0.030 -0.956 0.807
H 1.327585 5.456154 0.668207 0.308 0.127 -1.581
H 1.742330 6.389070 -0.877284 -0.452 -0.520 0.387
H 1.850525 3.402491 -0.421410 0.101 -0.338 0.242
H 3.237272 4.434395 -0.680086 0.566 -0.022 0.020
H 3.842726 4.847673 -3.337671 1.040 -0.074 0.127
H 2.466280 5.111620 -4.324332 -0.497 -0.212 -0.301
H 2.642292 6.023545 -2.801009 0.285 -0.399 -0.610
H 3.008276 2.403051 -3.764142 -0.333 0.128 -0.030
H 3.872606 2.924323 -2.336520 1.024 0.133 -0.154
H 2.666496 1.862611 -2.084727 -0.901 -0.894 0.185
H -0.577075 5.680581 -4.358133 0.078 -0.624 -0.165
H 0.631221 6.444082 -3.372527 -0.148 0.065 0.183
H -1.117966 6.619069 -3.044868 0.318 0.028 0.291
H 0.422822 2.326271 -4.045679 -0.034 0.203 0.067
C 4.367407 -1.529906 0.240843 0.925 -0.907 -0.270
O 3.975050 -0.983017 -0.781159 -0.156 0.062 0.844
N 3.597382 -2.082678 1.225584 1.873 0.678 -1.865
C 4.174083 -2.938577 2.218397 -2.132 -0.648 1.457
C 2.177339 -2.067634 1.138519 -1.310 1.762 0.034
H 5.494171 -1.716393 0.374577 -1.283 0.288 0.240
H 3.729197 -2.534616 3.181556 0.942 -1.000 -0.615
H 5.230288 -2.989754 2.246348 1.114 0.638 -0.093
H 3.865794 -4.005042 2.056484 -0.077 0.845 0.280
H 1.832793 -2.255610 2.164996 -0.388 -0.393 -0.501
H 1.803085 -1.007392 0.918161 0.569 -1.413 -0.018
H 1.786161 -2.756618 0.366450 0.023 0.164 0.559
C 2.139580 -3.425304 -4.854975 0.737 -0.089 -1.229
O 1.111590 -3.098369 -5.424699 -0.770 0.042 0.334
N 2.642753 -3.020995 -3.701869 -1.237 0.414 0.731
C 3.961062 -3.461234 -3.306941 0.844 1.264 1.651
C 1.797216 -2.197562 -2.808871 -0.324 1.134 -1.627
H 2.833913 -4.068479 -5.386658 0.390 -0.463 -0.241
H 4.587001 -3.737360 -4.173340 -0.508 -0.068 0.435
H 3.884966 -4.260253 -2.537213 0.232 0.247 -0.595
H 4.455603 -2.561645 -2.794201 -0.513 -1.300 -0.714
H 2.410717 -1.548229 -2.222646 0.533 0.315 0.310
H 1.103122 -1.553243 -3.430584 0.936 -0.861 0.551
H 1.164209 -2.742081 -2.138747 -0.250 -0.774 0.299
C -4.145419 4.090146 0.043530 -0.469 1.265 0.851
O -3.753786 5.207171 0.383837 -0.111 -0.881 -0.512
N -5.265988 3.874688 -0.666278 -0.903 0.060 -0.660
C -5.664358 2.590294 -1.182992 -0.288 -1.846 1.499
C -6.072818 5.008223 -1.090992 1.335 0.695 -0.123
H -3.737088 3.172905 0.431318 0.779 -0.682 0.084
H -4.941169 1.813988 -0.845313 -0.299 0.549 -0.134
H -5.743586 2.463909 -2.259708 0.161 0.658 -0.259
H -6.652417 2.249785 -0.750839 0.830 0.549 -0.386
H -5.601381 5.367153 -2.021219 -0.692 0.133 0.003
H -7.108436 4.719753 -1.224013 -0.062 -0.049 -0.069
H -5.960336 5.831624 -0.365508 -0.197 -0.477 -0.195
C 6.310655 4.021957 -1.051735 -0.258 -1.846 0.701
O 5.939481 4.877313 -0.272658 0.338 0.329 -1.003
N 6.153737 2.667954 -0.789698 -1.270 1.845 1.152
C 6.690912 1.601732 -1.551857 0.601 -1.001 -1.086
C 5.455619 2.389092 0.455370 0.840 0.534 1.257
H 6.784591 4.124625 -2.028109 0.272 0.741 -0.254
H 5.935276 1.021459 -2.158515 0.552 0.469 0.877
H 7.296519 0.903587 -0.917093 -0.680 0.443 -0.372
H 7.407702 2.020131 -2.270413 -0.140 -0.044 0.019
H 5.107314 3.314141 0.966672 0.686 -0.446 -0.729
H 4.555378 1.823995 0.363640 -0.425 -0.951 -0.499
H 6.181952 1.911736 1.142453 -0.568 -0.104 -0.127
C -2.587825 0.102970 -0.143703 -0.209 -0.951 -1.270
O -2.759694 0.216206 1.035021 0.080 0.808 2.556
N -1.582481 0.555611 -0.892725 -1.092 -0.799 -1.122
C -1.682174 0.269077 -2.344966 1.617 1.288 -0.042
C -0.537035 1.328157 -0.292513 -0.945 0.173 1.168
H -3.309183 -0.506086 -0.680272 -0.285 -0.157 -0.748
H -2.465176 -0.435487 -2.567833 -0.082 -0.399 0.134
H -0.718863 -0.077054 -2.795862 -0.753 -0.075 0.723
H -1.901547 1.202701 -2.874295 -0.130 0.016 0.043
H 0.289582 0.691495 -0.097034 1.275 -0.398 -0.144
H -0.313510 2.171364 -0.909880 0.519 0.456 -0.345
H -0.881158 1.641321 0.719206 0.053 0.072 -0.732
```
Forces are in eV/Å.